# C40H45Cl10N5O10

10 unconnected molecules or ions with the total composition C40H45Cl10N5O10 at a distorted geometry (ωB97M-V/def2-TZVPD, OMol25).

The geometry in XYZ format:
```
110
Properties=species:S:1:pos:R:3
O -6.169 2.550 6.709
N -5.358 2.697 5.773
O -4.457 3.513 5.723
C -5.377 1.672 4.644
C -4.707 1.948 3.481
C -4.665 1.064 2.464
C -5.336 -0.165 2.595
C -6.040 -0.541 3.740
C -6.081 0.434 4.794
H -4.285 2.904 3.205
H -4.382 1.435 1.490
H -5.394 -0.918 1.823
H -6.460 -1.523 3.902
H -6.589 0.141 5.701
O 0.416 -1.487 2.214
N -0.655 -1.055 1.753
O -1.671 -0.886 2.392
C -0.583 -0.693 0.333
C -1.796 -0.367 -0.231
C -1.869 0.024 -1.523
C -0.745 -0.157 -2.317
C 0.515 -0.426 -1.772
C 0.591 -0.679 -0.398
H -2.728 -0.320 0.313
H -2.827 0.333 -1.913
H -0.814 -0.058 -3.390
H 1.430 -0.439 -2.345
H 1.526 -0.915 0.087
O -3.314 1.517 -9.643
N -3.811 2.277 -8.845
O -4.827 2.994 -9.069
C -3.151 2.295 -7.530
C -2.243 1.260 -7.203
C -1.786 1.266 -5.911
C -2.320 2.030 -4.926
C -3.127 3.120 -5.264
C -3.512 3.233 -6.555
H -1.882 0.507 -7.888
H -1.141 0.430 -5.685
H -2.063 1.984 -3.878
H -3.522 3.847 -4.569
H -4.061 4.143 -6.749
O 1.678 2.909 8.477
N 1.738 2.132 7.525
O 2.371 1.118 7.517
C 0.966 2.386 6.282
C 0.075 3.488 6.173
C -0.822 3.668 5.061
C -0.723 2.814 3.963
C 0.183 1.762 4.041
C 0.979 1.545 5.176
H 0.020 4.113 7.052
H -1.475 4.527 5.010
H -1.430 2.909 3.152
H 0.227 1.032 3.246
H 1.660 0.708 5.194
O 7.253 0.949 0.977
N 6.729 0.567 2.061
O 6.982 1.056 3.149
C 5.662 -0.482 1.935
C 4.568 -0.439 2.835
C 3.569 -1.318 2.586
C 3.762 -2.401 1.781
C 4.875 -2.468 0.917
C 5.760 -1.390 0.891
H 4.461 0.373 3.538
H 2.684 -1.215 3.197
H 2.996 -3.161 1.733
H 4.987 -3.174 0.108
H 6.531 -1.341 0.137
Cl 3.363 1.430 -1.603
C 4.161 2.853 -0.757
C 4.135 2.688 0.758
Cl 2.448 2.509 1.229
H 3.655 3.771 -1.055
H 5.206 2.878 -1.063
H 4.426 3.559 1.345
H 4.708 1.771 0.896
Cl -2.584 -5.299 5.450
C -2.734 -4.502 3.799
C -3.592 -3.203 3.833
Cl -5.249 -3.674 4.345
H -3.079 -5.193 3.031
H -1.667 -4.342 3.643
H -3.571 -2.647 2.896
H -3.310 -2.440 4.558
Cl -1.223 -4.529 -0.270
C -0.503 -4.079 -1.863
C -1.051 -4.880 -3.056
Cl -0.457 -6.520 -2.855
H 0.573 -4.253 -1.872
H -0.639 -2.998 -1.845
H -0.672 -4.513 -4.010
H -2.140 -4.891 -3.077
Cl 1.883 1.212 -4.775
C 2.034 2.701 -5.724
C 2.131 2.344 -7.167
Cl 2.648 3.730 -8.182
H 2.987 3.125 -5.410
H 1.280 3.447 -5.476
H 1.198 1.960 -7.578
H 2.865 1.565 -7.373
Cl 3.609 -5.226 -0.774
C 4.437 -4.690 -2.192
C 3.561 -3.740 -2.983
Cl 3.398 -2.209 -2.127
H 4.779 -5.534 -2.790
H 5.365 -4.172 -1.952
H 2.617 -4.204 -3.269
H 4.008 -3.453 -3.935
```

Values from the calculation:
- HOMO-LUMO gap (Eh) = 0.3138
- ΔE to the lowest compared entry with this formula, charge and spin (kJ/mol) = 94.5
- HOMO energy (eV) = -9.76
- LUMO energy (eV) = -1.2
- SMILES string = O=[N+]([O-])c1ccccc1.O=[N+]([O-])c1ccccc1.O=[N+]([O-])c1ccccc1.O=[N+]([O-])c1ccccc1.O=[N+]([O-])c1ccccc1.ClCCCl.ClCCCl.ClCCCl.ClCCCl.ClCCCl